Entry 1:
Computed, not measured: 15 unconnected molecules or ions with the total composition C3H37NO15, with ωB97M-V/def2-TZVPD.

```
56
C3H37NO15 | the Open Molecules 2025 dataset | ωB97M-V/def2-TZVPD
C -1.750 -0.837 -0.459
C -0.459 -0.152 -0.031
C 0.702 -1.153 0.079
O 1.422 -0.898 1.282
N -2.897 0.106 -0.353
H -1.938 -1.766 0.204
H -1.672 -1.244 -1.472
H -0.620 0.349 0.958
H -0.225 0.640 -0.723
H 1.350 -1.115 -0.829
H 0.354 -2.173 0.215
H 2.130 -0.130 1.148
H -2.818 0.697 0.485
H -3.760 -0.380 -0.324
H -0.986 -2.533 2.010
H 0.078 -1.460 2.396
O -0.823 -1.727 2.582
H 2.566 3.437 -1.451
H 1.128 2.798 -1.195
O 2.076 2.712 -1.056
H 0.146 3.040 1.516
H 1.566 3.192 0.847
O 1.116 3.111 1.723
H 0.478 -0.695 -2.804
H 0.569 -1.827 -3.808
O 0.270 -1.615 -2.918
H -1.872 -4.490 0.299
H -0.511 -3.974 -0.168
O -1.183 -3.917 0.548
H 1.745 1.193 -2.360
H 0.270 1.500 -2.423
O 0.942 0.951 -2.802
H -2.072 3.271 1.283
H -1.608 1.919 1.685
O -1.461 2.635 1.051
H 0.490 -3.004 -1.903
H 1.523 -3.699 -0.977
O 0.629 -3.845 -1.422
H -0.925 2.640 -0.623
H -1.348 2.448 -2.082
O -0.579 2.746 -1.489
H 2.753 1.696 0.167
H 2.970 1.797 1.655
O 3.043 1.191 0.925
H 1.028 0.129 2.561
H 1.063 1.684 2.750
O 0.787 0.897 3.209
H -0.974 0.896 3.308
H -1.730 -0.260 2.696
O -1.832 0.737 2.853
H -2.418 1.120 -3.279
H -2.872 1.151 -1.883
O -2.685 1.728 -2.678
H 3.464 -3.805 0.404
H 2.527 -2.528 0.686
O 2.833 -3.185 -0.013
```

Summary:
relative energy (zero: lowest compared OMol25 entry of this formula, charge and spin): 0.0 kJ/mol
electronic energy: -1319.89746 Eh
net charge: 0
orbital gap: 9.80 eV


Entry 2:
Computed, not measured: a single C20H21N3O4S molecule, with ωB97M-V/def2-TZVPD.

```
49
C20H21N3O4S | the Open Molecules 2025 dataset | ωB97M-V/def2-TZVPD
C 1.519 -0.793 -3.393
H 2.540 -0.681 -3.754
O 1.627 -0.923 -1.997
C 0.493 -1.226 -1.277
C -0.784 -1.166 -1.817
C -1.905 -1.434 -1.052
C -1.780 -1.778 0.284
C -0.505 -1.844 0.825
C 0.636 -1.582 0.077
O 1.808 -1.674 0.773
C 3.017 -1.940 0.100
H 3.365 -1.083 -0.478
H 2.923 -2.804 -0.563
H 3.738 -2.165 0.887
H -0.359 -2.112 1.860
C -2.994 -2.049 1.126
H -2.893 -3.004 1.645
H -3.876 -2.091 0.485
C -3.208 -0.941 2.172
N -3.129 0.375 1.583
C -4.115 0.879 0.826
O -5.209 0.378 0.678
C -3.749 2.224 0.195
H -4.660 2.730 -0.121
H -3.176 2.845 0.882
S -2.765 2.057 -1.332
C -1.126 1.921 -0.747
N -0.916 1.703 0.542
N 0.285 1.571 1.016
C 1.342 1.663 0.220
C 1.207 1.938 -1.160
C -0.061 2.064 -1.657
H -0.267 2.277 -2.695
H 2.084 2.040 -1.778
C 2.632 1.467 0.830
C 2.962 1.125 2.119
C 4.368 1.044 2.154
C 4.794 1.342 0.893
O 3.756 1.598 0.086
H 5.774 1.402 0.463
H 4.982 0.800 2.997
H 2.269 0.950 2.914
H -2.206 0.802 1.493
H -4.200 -1.058 2.618
H -2.448 -0.998 2.953
H -2.882 -1.366 -1.506
H -0.919 -0.891 -2.851
H 0.939 0.091 -3.676
H 1.069 -1.682 -3.846
```

Summary:
relative energy (zero: lowest compared OMol25 entry of this formula, charge and spin): 361.2 kJ/mol
electronic energy: -1638.10007 Eh
SMILES: COc1ccc(CCNC(=O)CSc2ccc(-c3ccco3)nn2)cc1OC
net charge: 0
orbital gap: 8.22 eV


Entry 3:
Computed, not measured: 2 unconnected molecules or ions with the total composition C5H5NO3, with ωB97M-V/def2-TZVPD.

```
14
C5H5NO3 | the Open Molecules 2025 dataset | ωB97M-V/def2-TZVPD
C -1.551 0.924 -0.242
C -1.118 2.147 0.231
C -0.540 -0.057 0.084
C 0.391 0.728 0.717
C -0.538 -1.614 -0.195
N 2.740 -0.611 0.132
O 3.718 -0.368 0.760
O 2.502 -1.232 -0.824
O 0.107 1.964 0.760
H -2.411 0.606 -0.835
H -1.532 3.159 0.327
H -1.466 -1.733 -0.793
H 0.357 -1.781 -0.795
H -0.660 -2.132 0.673
```

Summary:
relative energy (zero: lowest compared OMol25 entry of this formula, charge and spin): 661.0 kJ/mol
electronic energy: -473.73694 Eh
net charge: 0
orbital gap (alpha / beta): 7.54 / 7.77 eV